Here is an isolated molecule of C3H5NO3S from OMol25. Energies are from ωB97M-V with the def2-TZVPD basis set.

Positions of all 13 atoms, in Å:
C -1.1826 1.3929 0.2828
H -2.6106 1.4793 1.5124
O -0.8163 0.2600 -1.7709
C -0.4587 0.4027 -0.6235
O -2.1435 0.7820 0.9944
N 0.6274 -0.2687 -0.0759
H 2.4417 -0.9684 -0.8195
S 1.0800 -0.0356 1.5484
O -0.9739 2.5671 0.2819
C 1.3777 -1.2081 -0.8958
H 1.2057 -2.2396 -0.5990
H 1.0330 -1.0842 -1.9242
H 0.4202 -1.0793 2.0890

Structure (SMILES): CN(S)C(=O)C(=O)O
LUMO, eV: 0.42
Orbital gap, eV: 10.43
HOMO, eV: -10.018
Relative energy (zero: lowest compared OMol25 entry of this formula, charge and spin), kJ/mol: 41.4

Atom charges from the natural (NBO) analysis, given in e for atoms 1 to 2:
1. C 0.7160
2. H 0.5004

Here is an isolated molecule of C3H5NO4 in a non-equilibrium geometry from OMol25. Energies are from ωB97M-V with the def2-TZVPD basis set.

Positions of all 13 atoms, in Å:
H 1.2881 0.9972 -1.9636
H -1.8102 0.9731 -1.9603
H -0.9776 -1.4097 2.2096
C -0.7131 1.0899 -2.3858
C 0.3683 -0.3035 0.2601
C 0.0274 -1.0290 2.4694
O 0.0658 0.9230 -0.3477
O 0.1744 -1.3335 -0.4300
O -0.4372 1.5543 -3.5584
O 0.6255 0.0310 1.4354
H 0.1307 -0.4692 3.3490
H 0.9164 -1.9001 2.5903
N 0.3416 0.8766 -1.6680

Structure (SMILES): COC(=O)ONC=O
LUMO, eV: 0.46
Orbital gap, eV: 10.02
HOMO, eV: -9.559
Relative energy (zero: lowest compared OMol25 entry of this formula, charge and spin), kJ/mol: 431.3

Atom charges from the natural (NBO) analysis, given in e for atoms 1 to 2:
1. H 0.4073
2. H 0.1656

Here is an isolated molecule of C3H5NO4 in a non-equilibrium geometry from OMol25. Energies are from ωB97M-V with the def2-TZVPD basis set.

Positions of all 13 atoms, in Å:
H -0.3983 -1.5740 -0.3916
H -1.4351 -0.2829 1.5286
C 0.2422 0.6198 -0.9910
H 1.0496 -1.8342 0.6246
H -0.0734 -0.7637 2.5470
O 0.7239 0.1120 0.0763
H -1.1656 -1.9913 1.8957
O -0.0059 2.9606 -1.9501
O 1.1809 2.4527 -2.4854
C -0.6749 -1.0443 1.6874
O -0.5046 0.2622 -1.8287
N 0.8717 2.2680 -1.1601
C 0.1895 -1.1849 0.4474

Structure (SMILES): CCOC(=O)n1oo1
LUMO, eV: 0.74
Orbital gap, eV: 10.58
HOMO, eV: -9.840
Relative energy (zero: lowest compared OMol25 entry of this formula, charge and spin), kJ/mol: 741.5

Atom charges from the natural (NBO) analysis, given in e for atoms 1 to 2:
1. H 0.2109
2. H 0.2201

Here is an isolated molecule of C3H5NO4 in a non-equilibrium geometry from OMol25. Energies are from ωB97M-V with the def2-TZVPD basis set.

Positions of all 13 atoms, in Å:
O -1.4794 -1.2078 -0.8384
O 1.9256 0.9476 1.0777
H 1.6408 1.7282 -0.5978
C 0.8198 0.4480 0.9902
C -0.4501 -0.5673 -0.9613
H -0.9185 1.3037 0.1011
C 0.0271 0.7156 -0.3439
H 0.2144 -1.7005 -2.3007
O 0.6081 -1.0337 -1.6876
O 0.7020 1.6598 -0.9675
N 0.2513 -0.3427 1.8877
H -0.6484 -0.7333 1.6476
H 0.8020 -0.5319 2.7693

Structure (SMILES): NC(=O)[C@@H](O)C(=O)O
LUMO, eV: 0.59
Orbital gap, eV: 11.06
HOMO, eV: -10.471
Relative energy (zero: lowest compared OMol25 entry of this formula, charge and spin), kJ/mol: 68.2

Atom charges from the natural (NBO) analysis, given in e for atoms 1 to 2:
1. O -0.5788
2. O -0.6237

Here is a structure of composition C3H5NOS in a non-equilibrium geometry from OMol25. Energies are from ωB97M-V with the def2-TZVPD basis set.

Positions of all 11 atoms, in Å:
H -1.9263 -0.9916 -0.1020
N 1.0750 0.0014 0.2941
C -1.1337 -0.4301 -0.5461
H 0.5744 0.5234 2.1635
C 0.3329 -0.6754 -0.4209
H 2.0722 2.1890 0.7213
O 1.0875 2.2433 0.7304
S -1.3039 1.0836 0.4122
H 0.7495 -1.5626 -1.0259
H -1.2463 -0.2403 -1.6342
C 0.4209 1.0540 0.9344

LUMO, eV: 0.81
Orbital gap, eV: 9.73
HOMO, eV: -8.912
Relative energy (zero: lowest compared OMol25 entry of this formula, charge and spin), kJ/mol: 227.1

Atom charges from the natural (NBO) analysis, given in e for atoms 1 to 2:
1. H 0.2562
2. N -0.4228

Here is a cluster of 2 separate species, C3H5NOS in total in a non-equilibrium geometry from OMol25. Energies are from ωB97M-V with the def2-TZVPD basis set.

Positions of all 11 atoms, in Å:
C 1.0616 0.4764 1.4232
H 1.1551 -0.5684 1.4163
H -1.2344 -1.0979 -1.5959
S 1.3379 1.7382 -2.5504
H 1.7322 0.8392 2.1734
O -1.7475 -0.8557 0.3216
N 1.0718 1.1002 -1.1647
C -1.9270 -1.3887 -0.7448
C 1.1790 0.8822 0.0014
H -2.7515 -1.9903 -0.8368
H 0.1228 0.8649 1.5567

Structure (SMILES): CC#[N+][S-].C=O
LUMO, eV: 0.59
Orbital gap, eV: 8.57
HOMO, eV: -7.983
Relative energy (zero: lowest compared OMol25 entry of this formula, charge and spin), kJ/mol: 358.4

Atom charges from the natural (NBO) analysis, given in e for atoms 1 to 2:
1. C -0.6746
2. H 0.2505